Entry 1:
Below is a structure of composition C26H28GeIrN5O4S2, with properties calculated with wB97M-V/def2-TZVPD.

## Properties
Spin multiplicity: 5
Total charge: 0
Orbital gap (spin up / spin down): 6.735 / 6.423 eV
HOMO (spin up / spin down): -6.30 / -8.29 eV

Last column: natural (NBO) charge in e.
CARTESIAN COORDINATES (ANGSTROEM)
Ir1 -1.086 -0.512 -0.243  1.2149
O1 4.281 -5.526 0.345  -0.6676
C1 4.692 -4.243 0.253  0.7743
O2 5.860 -3.979 0.396  -0.5776
C2 3.664 -3.214 -0.011  -0.2286
C3 2.292 -3.460 -0.163  -0.1734
C4 1.422 -2.420 -0.369  -0.2008
C5 1.857 -1.079 -0.436  0.1593
C6 3.241 -0.843 -0.291  -0.2601
C7 4.106 -1.887 -0.088  -0.1366
N1 0.917 -0.110 -0.632  -0.5251
C8 1.237 1.167 -0.871  -0.0340
C9 0.241 2.141 -0.981  0.1902
C10 0.520 3.501 -1.272  -0.2385
C11 -0.503 4.400 -1.378  -0.1712
C12 -1.823 3.963 -1.186  -0.3004
C13 -2.035 2.627 -0.903  0.0579
N2 -1.054 1.747 -0.808  -0.5117
H1 3.330 -5.615 0.210  0.4806
H2 1.889 -4.467 -0.128  0.1936
H3 0.356 -2.612 -0.490  0.2048
H4 3.636 0.160 -0.319  0.2120
H5 5.164 -1.705 0.019  0.2405
H6 2.270 1.462 -0.996  0.1940
H7 1.549 3.793 -1.411  0.2164
H8 -0.304 5.437 -1.613  0.2199
H9 -2.652 4.644 -1.264  0.2249
H10 -3.035 2.239 -0.764  0.2065
C14 -2.670 1.389 -4.159  -1.0584
Ge1 -3.068 -0.310 -3.178  1.5264
C15 -4.693 -0.001 -2.054  -1.0720
C16 -3.510 -1.737 -4.508  -1.0579
C17 -1.549 -0.964 -2.137  -0.8759
H11 -3.576 1.774 -4.618  0.2248
H12 -1.937 1.220 -4.940  0.2291
H13 -2.278 2.142 -3.484  0.2269
H14 -5.367 0.706 -2.529  0.2313
H15 -4.418 0.379 -1.076  0.2215
H16 -5.232 -0.934 -1.921  0.2222
H17 -4.358 -1.448 -5.120  0.2274
H18 -3.763 -2.660 -3.993  0.2256
H19 -2.669 -1.932 -5.164  0.2277
H20 -1.001 -1.734 -2.673  0.1956
N3 4.769 2.702 3.418  -0.7879
C18 3.592 2.036 3.262  0.1955
C19 3.560 0.635 3.295  -0.2342
C20 2.356 -0.032 3.254  -0.1515
C21 1.172 0.682 3.171  -0.4115
C22 1.185 2.063 3.095  -0.1272
C23 2.386 2.741 3.130  -0.2853
S1 -0.356 -0.181 3.413  2.3156
O3 -1.271 0.655 4.141  -0.9367
O4 -0.086 -1.490 3.939  -0.9352
N4 -1.012 -0.383 1.897  -0.9189
C24 -2.201 -0.947 1.895  0.2416
S2 -3.110 -1.517 3.261  0.4552
C25 -4.312 -2.093 2.144  -0.4576
C26 -3.971 -1.819 0.861  -0.0280
N5 -2.797 -1.163 0.721  -0.5614
H21 5.636 2.194 3.424  0.3950
H22 4.801 3.697 3.299  0.3925
H23 4.485 0.087 3.390  0.2095
H24 2.304 -1.107 3.322  0.2484
H25 0.247 2.591 3.041  0.2386
H26 2.406 3.821 3.099  0.2130
H27 -5.187 -2.600 2.493  0.2458
H28 -4.539 -2.074 -0.016  0.2260

Atoms 1-2, force components in eV/Å:
Ir 0.41 0.88 -1.93
O 0.06 -0.22 0.01

Entry 2:
Below is a structure of composition C26H28IMgN6O3, with properties calculated with wB97M-V/def2-TZVPD.

## Properties
Total charge: +1
Orbital gap: 7.508 eV
HOMO: -10.38 eV

Last column: natural (NBO) charge in e.
CARTESIAN COORDINATES (ANGSTROEM)
Mg1 -0.003 0.021 -0.045  1.7732
C1 -0.745 4.326 -1.079  -0.6414
C2 0.654 3.996 -0.650  0.1686
N1 1.495 4.979 -0.448  -0.3753
C3 2.753 4.714 -0.050  -0.0294
C4 3.220 3.450 0.195  -0.0256
C5 4.637 3.291 0.699  -0.0939
O1 5.442 2.392 -0.052  -0.7235
C6 2.331 2.356 0.000  -0.2344
C7 2.795 1.018 0.221  0.1920
N2 2.076 -0.056 0.116  -0.6774
C8 2.693 -1.309 0.286  0.1637
C9 3.622 -1.584 1.293  -0.2473
C10 4.173 -2.847 1.424  -0.1858
C11 3.804 -3.869 0.561  -0.2003
C12 2.886 -3.620 -0.448  -0.2179
C13 2.346 -2.352 -0.570  -0.1878
I1 1.065 -1.929 -2.197  0.1521
C14 1.017 2.622 -0.469  0.3949
O2 0.155 1.689 -0.722  -0.9347
H1 -0.819 5.391 -1.276  0.2426
H2 -1.454 4.058 -0.289  0.2073
H3 -1.010 3.761 -1.974  0.2194
H4 3.395 5.579 0.070  0.1983
H5 4.626 2.902 1.720  0.1852
H6 5.096 4.282 0.735  0.1892
H7 5.645 2.790 -0.906  0.4785
H8 3.854 0.911 0.443  0.2122
H9 3.905 -0.797 1.981  0.2209
H10 4.896 -3.034 2.207  0.2308
H11 4.233 -4.856 0.661  0.2328
H12 2.597 -4.402 -1.137  0.2356
N3 -6.452 4.613 -0.224  -0.2280
C15 -5.561 3.907 -0.067  0.2407
C16 -4.458 3.013 0.129  -0.0963
C17 -3.855 2.381 -0.954  -0.1991
C18 -2.797 1.527 -0.709  0.0569
N4 -2.333 1.259 0.513  -0.4894
C19 -2.916 1.875 1.540  0.0467
C20 -3.972 2.760 1.408  -0.2064
H13 -4.200 2.566 -1.961  0.2460
H14 -2.282 1.051 -1.534  0.2015
H15 -2.529 1.658 2.530  0.1914
H16 -4.414 3.239 2.270  0.2486
C21 0.020 0.606 4.225  -0.6459
C22 0.594 -0.296 3.152  -0.0553
O3 -0.061 -0.077 1.891  -0.8312
H17 0.585 0.506 5.150  0.2435
H18 -1.020 0.341 4.437  0.2062
H19 0.066 1.648 3.904  0.2244
H20 0.499 -1.348 3.431  0.1825
H21 1.649 -0.083 2.990  0.1967
H22 -1.010 0.076 2.040  0.5060
C23 -4.442 -3.078 -1.602  -0.4082
N5 -3.397 -2.546 -0.743  -0.3165
C24 -3.259 -2.776 0.599  -0.0603
C25 -2.129 -2.119 0.984  -0.0975
N6 -1.574 -1.487 -0.102  -0.6336
C26 -2.360 -1.778 -1.122  0.2010
H23 -5.183 -3.580 -0.987  0.2314
H24 -4.030 -3.795 -2.309  0.2254
H25 -4.930 -2.277 -2.153  0.2238
H26 -3.958 -3.373 1.159  0.2380
H27 -1.674 -2.110 1.959  0.2187
H28 -2.212 -1.461 -2.142  0.2155

Atoms 1-2, force components in eV/Å:
Mg -0.32 -1.18 -0.12
C 0.12 -0.08 0.02

Entry 3:
Below is a structure of composition C26H28MoN6O9S, with properties calculated with wB97M-V/def2-TZVPD.

## Properties
Spin multiplicity: 3
Total charge: 0
Orbital gap (spin up / spin down): 5.691 / 7.627 eV
HOMO (spin up / spin down): -6.37 / -8.30 eV

Last column: Mulliken spin population.
CARTESIAN COORDINATES (ANGSTROEM)
Mo1 -0.518 -0.771 -1.066  1.7085
O1 0.754 -1.916 0.120  -0.0081
C1 2.075 -2.162 -0.326  0.0000
C2 2.331 -1.503 -1.651  -0.0017
C3 3.606 -1.684 -2.162  -0.0004
C4 3.940 -1.119 -3.371  -0.0009
C5 2.979 -0.387 -4.027  0.0037
C6 1.724 -0.254 -3.459  0.0075
N1 1.359 -0.795 -2.271  -0.0168
H1 0.534 -2.312 0.966  0.0116
H2 2.220 -3.241 -0.423  -0.0012
H3 2.774 -1.761 0.412  -0.0033
H4 4.335 -2.266 -1.611  -0.0003
H5 4.930 -1.247 -3.789  -0.0002
H6 3.185 0.082 -4.978  0.0001
H7 0.975 0.316 -3.961  -0.0026
O2 -6.130 -0.550 -4.335  0.0001
C7 -5.199 0.291 -3.804  -0.0003
O3 -5.189 1.445 -4.094  -0.0002
C8 -4.351 -0.335 -2.759  -0.0109
C9 -4.820 -1.060 -1.677  0.0229
N2 -3.757 -1.373 -0.920  0.0201
N3 -2.605 -0.946 -1.458  -0.0537
C10 -2.958 -0.308 -2.577  0.0168
C11 -1.907 0.285 -3.422  0.0423
O4 -2.177 0.676 -4.541  0.0345
O5 -0.776 0.269 -2.823  -0.0068
H8 -5.938 -1.454 -4.061  0.0000
H9 -5.818 -1.320 -1.365  0.0015
H10 -3.727 -1.867 -0.042  0.0209
O6 0.503 0.569 -0.635  0.2345
C12 1.124 4.492 2.496  0.0000
C13 1.779 3.532 1.505  0.0034
C14 1.640 2.079 1.908  0.0052
N4 0.229 1.662 1.863  0.0062
C15 -0.205 0.454 2.184  0.0597
S1 -1.410 -0.358 1.288  -0.0446
N5 0.312 -0.169 3.288  0.0116
C16 1.075 0.296 4.369  -0.0030
O7 1.907 -0.433 4.856  0.0052
C17 0.790 1.648 4.920  0.0034
C18 -0.465 2.238 4.810  0.0009
C19 -0.696 3.483 5.375  0.0015
C20 0.321 4.136 6.058  -0.0001
C21 1.569 3.539 6.186  0.0002
C22 1.801 2.294 5.624  0.0007
H11 1.266 5.525 2.176  -0.0001
H12 1.561 4.386 3.491  -0.0001
H13 0.051 4.313 2.575  0.0000
H14 2.842 3.765 1.424  -0.0002
H15 1.345 3.676 0.511  -0.0014
H16 2.064 1.916 2.899  -0.0025
H17 2.185 1.444 1.210  0.0012
H18 -0.248 1.990 1.031  0.0033
H19 0.266 -1.177 3.254  0.0011
H20 -1.274 1.732 4.299  -0.0024
H21 -1.672 3.942 5.287  0.0000
H22 0.139 5.107 6.500  0.0000
H23 2.359 4.040 6.730  0.0000
H24 2.768 1.820 5.733  0.0000
O8 -0.849 -3.954 -0.503  -0.0013
C23 -0.676 -3.801 -1.707  -0.0205
C24 -0.641 -4.966 -2.672  0.0070
C25 -0.421 -4.301 -4.021  -0.0016
C26 -0.350 -2.815 -3.700  0.0103
O9 -0.191 -2.003 -4.581  0.0038
N6 -0.498 -2.591 -2.330  -0.0654
H25 -1.585 -5.507 -2.624  0.0003
H26 0.167 -5.644 -2.400  0.0005
H27 -1.245 -4.481 -4.709  0.0000
H28 0.509 -4.613 -4.495  0.0003

Atoms 1-2, force components in eV/Å:
Mo 2.06 1.62 -2.07
O 0.68 -0.52 0.78

Entry 4:
Below is a cluster of 2 separate species, C26H28N3O in total, with properties calculated with wB97M-V/def2-TZVPD.

## Properties
Total charge: +1
Orbital gap: 5.993 eV
HOMO: -10.70 eV

Last column: natural (NBO) charge in e.
CARTESIAN COORDINATES (ANGSTROEM)
C1 -3.121 3.294 1.653  -0.6875
C2 -1.667 3.108 1.701  0.3653
N1 -1.004 3.234 2.873  -0.2874
C3 -1.640 3.394 4.173  -0.4172
C4 0.372 3.120 2.684  0.1098
C5 0.596 2.926 1.305  0.0066
C6 1.919 2.784 0.884  -0.2085
C7 2.944 2.828 1.841  -0.2005
C8 2.677 3.021 3.215  -0.1873
C9 1.364 3.215 3.653  -0.2213
C10 -0.728 2.867 0.643  -0.2224
C11 -0.990 2.456 -0.670  0.0638
C12 -0.162 2.811 -1.791  -0.0882
C13 0.697 3.949 -1.730  -0.1592
C14 1.621 4.211 -2.737  -0.2271
C15 1.725 3.336 -3.834  -0.1178
C16 0.813 2.274 -3.980  -0.2313
C17 -0.135 2.049 -2.990  -0.1397
H1 -3.366 3.406 0.600  0.2490
H2 -3.726 2.476 2.074  0.2595
H3 -3.414 4.213 2.176  0.2519
H4 -0.874 3.388 4.947  0.2346
H5 -2.195 4.337 4.237  0.2281
H6 -2.330 2.561 4.335  0.2260
H7 2.117 2.700 -0.183  0.2318
H8 3.978 2.723 1.508  0.2316
H9 3.496 2.994 3.930  0.2341
H10 1.115 3.407 4.699  0.2268
H11 -1.837 1.768 -0.855  0.2607
H12 0.626 4.599 -0.858  0.2287
H13 2.251 5.104 -2.673  0.2362
H14 2.481 3.508 -4.603  0.2328
H15 0.836 1.647 -4.878  0.2366
H16 -0.859 1.241 -3.066  0.2579
C18 -3.518 -6.564 -2.351  -0.0764
C19 -2.892 -5.219 -1.947  -0.2442
N2 -3.728 -4.101 -2.389  -0.4641
C20 -3.204 -2.774 -2.276  0.2356
C21 -2.359 -2.332 -1.220  -0.2868
C22 -1.903 -1.000 -1.164  0.0355
N3 -2.143 -0.084 -2.118  -0.5111
C23 -2.885 -0.496 -3.163  0.0354
C24 -3.467 -1.779 -3.256  -0.2582
C25 -5.156 -4.245 -2.107  -0.2381
C26 -5.699 -5.663 -2.353  -0.0769
O1 -4.845 -6.680 -1.836  -0.5207
H17 -3.520 -6.702 -3.455  0.1742
H18 -3.005 -7.409 -1.865  0.2085
H19 -2.813 -5.230 -0.844  0.1742
H20 -1.879 -5.156 -2.372  0.2167
H21 -2.042 -3.001 -0.424  0.2293
H22 -1.305 -0.610 -0.328  0.1910
H23 -3.015 0.263 -3.950  0.2018
H24 -4.062 -2.004 -4.141  0.2336
H25 -5.346 -4.039 -1.035  0.1727
H26 -5.727 -3.530 -2.711  0.2140
H27 -6.625 -5.822 -1.778  0.2079
H28 -5.886 -5.840 -3.434  0.1701

Atoms 1-2, force components in eV/Å:
C -0.61 0.15 -0.55
C 1.02 -0.88 1.23

Entry 5:
Below is a structure of composition C26H28N4O2PTl, with properties calculated with wB97M-V/def2-TZVPD.

## Properties
Total charge: +2
Orbital gap: 7.941 eV
HOMO: -14.07 eV

Last column: natural (NBO) charge in e.
CARTESIAN COORDINATES (ANGSTROEM)
Tl1 0.904 0.840 -0.306  0.7915
C1 1.993 3.487 1.914  -0.6522
C2 0.501 3.421 2.057  0.2490
C3 -0.145 3.937 3.177  -0.2425
C4 -1.518 3.817 3.278  -0.1363
C5 -2.225 3.210 2.249  -0.2348
C6 -1.522 2.752 1.146  0.1686
N1 -0.186 2.837 1.070  -0.5228
C7 -2.211 2.180 -0.048  0.1868
C8 -3.537 2.472 -0.334  -0.2101
C9 -4.094 1.971 -1.498  -0.1203
C10 -3.314 1.215 -2.355  -0.2105
C11 -1.994 0.964 -2.007  0.1922
N2 -1.472 1.426 -0.868  -0.5353
C12 -1.071 0.233 -2.921  0.1698
C13 -1.540 -0.674 -3.854  -0.2312
C14 -0.630 -1.259 -4.725  -0.1349
C15 0.703 -0.918 -4.632  -0.2377
C16 1.110 -0.014 -3.650  0.2493
C17 2.553 0.377 -3.524  -0.6481
N3 0.232 0.538 -2.811  -0.5226
H1 2.408 4.310 2.492  0.2475
H2 2.273 3.622 0.870  0.2354
H3 2.453 2.563 2.277  0.2307
H4 0.430 4.431 3.949  0.2415
H5 -2.042 4.203 4.143  0.2436
H6 -3.298 3.105 2.310  0.2374
H7 -4.116 3.111 0.315  0.2390
H8 -5.120 2.199 -1.753  0.2468
H9 -3.716 0.867 -3.295  0.2406
H10 -2.590 -0.924 -3.909  0.2357
H11 -0.967 -1.962 -5.476  0.2421
H12 1.435 -1.331 -5.314  0.2400
H13 2.918 0.786 -4.466  0.2568
H14 3.175 -0.488 -3.287  0.2319
H15 2.690 1.135 -2.756  0.2211
O1 2.197 -3.898 2.978  -0.4296
C18 1.647 -2.888 2.765  0.7916
O2 1.368 -2.511 1.388  -0.5717
C19 1.112 -1.824 3.638  0.0221
C20 1.201 -1.942 5.009  -0.1538
C21 0.662 -0.910 5.768  -0.1330
C22 0.072 0.156 5.116  -0.1944
C23 0.039 0.176 3.723  0.0628
N4 0.557 -0.796 2.985  -0.4563
H16 1.671 -2.807 5.457  0.2646
H17 0.702 -0.946 6.848  0.2557
H18 -0.366 0.974 5.670  0.2494
H19 -0.421 1.002 3.193  0.2183
C24 1.435 -3.977 -2.446  -0.9358
P1 0.629 -2.928 -1.185  0.7995
C25 -0.732 -4.009 -0.609  -0.9440
C26 1.858 -3.241 0.180  -0.3588
H20 1.596 -4.998 -2.098  0.2451
H21 2.384 -3.544 -2.761  0.2498
H22 0.780 -4.004 -3.317  0.2597
H23 -0.407 -5.035 -0.429  0.2422
H24 -1.509 -4.020 -1.375  0.2595
H25 -1.183 -3.607 0.299  0.2402
H26 1.940 -4.269 0.526  0.2471
H27 0.935 -1.613 1.353  0.5775
H28 2.840 -2.833 -0.050  0.2344

Atoms 1-2, force components in eV/Å:
Tl 0.09 0.04 -0.02
C 0.00 0.00 0.00

Entry 6:
Below is a structure of composition C26H28NOsSi2, with properties calculated with wB97M-V/def2-TZVPD.

## Properties
Total charge: +1
Orbital gap: 7.178 eV
HOMO: -10.87 eV

Last column: natural (NBO) charge in e.
CARTESIAN COORDINATES (ANGSTROEM)
Os1 0.494 0.531 0.366  0.0319
C1 -0.051 0.073 4.592  -0.2532
C2 -1.435 0.080 4.732  -0.1233
C3 -2.234 0.157 3.609  -0.2216
C4 -1.648 0.233 2.349  0.2218
N1 -0.299 0.211 2.229  -0.4329
C5 0.476 0.132 3.324  0.0590
C6 -2.346 0.354 1.075  -0.1219
C7 -3.728 0.230 0.937  -0.1633
C8 -4.309 0.278 -0.317  -0.2362
C9 -3.499 0.437 -1.435  -0.1578
C10 -2.125 0.566 -1.302  -0.3120
C11 -1.512 0.546 -0.044  -0.1098
H1 0.605 0.017 5.448  0.2417
H2 -1.885 0.029 5.715  0.2370
H3 -3.310 0.178 3.701  0.2354
H4 1.543 0.107 3.144  0.2207
H5 -4.355 0.076 1.807  0.2147
H6 -5.380 0.177 -0.426  0.2288
H7 -3.942 0.454 -2.424  0.2246
H8 -1.521 0.681 -2.196  0.2184
C12 1.172 1.814 -1.636  -1.0805
Si1 0.121 2.709 -0.344  1.5778
C13 1.186 3.705 0.833  -1.1319
C14 -1.340 3.681 -0.932  -1.1319
H9 2.184 2.203 -1.729  0.2655
H10 0.694 1.739 -2.612  0.2760
H11 1.323 0.701 -1.396  0.2266
H12 1.592 4.573 0.307  0.2630
H13 2.033 3.141 1.232  0.2401
H14 0.595 4.073 1.674  0.2559
H15 -1.019 4.696 -1.179  0.2581
H16 -2.079 3.753 -0.130  0.2609
H17 -1.828 3.246 -1.801  0.2602
C15 3.549 -1.786 2.573  -0.1908
C16 2.425 -2.609 2.651  -0.1917
C17 1.466 -2.572 1.658  -0.1736
C18 1.626 -1.764 0.519  -0.5349
C19 2.780 -0.958 0.448  -0.1862
C20 3.722 -0.957 1.482  -0.2228
Si2 0.174 -1.513 -0.682  1.3590
C21 0.431 -1.770 -2.495  -0.4698
C22 1.616 -1.454 -3.166  -0.2176
C23 1.734 -1.656 -4.531  -0.1965
C24 0.664 -2.172 -5.251  -0.1809
C25 -0.521 -2.489 -4.604  -0.2058
C26 -0.635 -2.292 -3.235  -0.2023
H18 4.289 -1.806 3.362  0.2327
H19 2.299 -3.271 3.498  0.2319
H20 0.578 -3.187 1.753  0.2284
H21 3.014 -0.400 -0.452  0.2132
H22 4.604 -0.333 1.404  0.2312
H23 -0.959 -2.342 -0.223  -0.1633
H24 2.468 -1.054 -2.625  0.2016
H25 2.661 -1.416 -5.035  0.2233
H26 0.758 -2.330 -6.317  0.2263
H27 -1.353 -2.896 -5.162  0.2261
H28 -1.562 -2.552 -2.738  0.2206

Atoms 1-2, force components in eV/Å:
Os -0.09 0.09 0.02
C 0.01 -0.01 -0.01

The calculation returns the following relative energy (zero: lowest compared OMol25 entry of this formula, charge and spin) values, one per record and in order: 0.0 59.5 291.9 141.6 6.8 0.0 kJ/mol.